No. 1
Molecular formula: C27H36IN3ORhS
Method: DFT, wB97M-V/def2-TZVPD

The geometry in XYZ format:
```
70
Properties=species:S:1:pos:R:3:forces:R:3
Rh -1.563 -0.071 -1.658 -1.655 0.934 -0.441
C 5.226 -1.544 -2.556 0.038 0.013 -0.008
C 4.507 -1.459 -1.211 -0.110 -0.049 0.035
C 4.641 -2.806 -0.473 0.031 0.019 -0.012
C 5.134 -0.341 -0.363 0.045 0.024 -0.033
C 3.025 -1.182 -1.379 0.048 -0.021 0.021
C 2.391 -1.152 -2.620 0.022 -0.018 -0.075
C 1.040 -0.897 -2.716 -0.054 -0.109 0.010
N 0.291 -0.684 -1.629 0.216 -0.035 0.297
C 0.863 -0.733 -0.392 -0.067 -0.013 -0.022
C 2.211 -0.970 -0.259 -0.080 -0.075 0.008
C -0.075 -0.498 0.719 0.010 -0.095 -0.128
C 0.201 -0.635 2.059 0.046 0.068 0.003
C -0.782 -0.374 3.025 0.054 0.009 -0.049
C -2.030 0.035 2.551 -0.052 -0.008 0.059
C -2.264 0.143 1.196 0.032 0.055 -0.059
N -1.309 -0.136 0.305 -0.028 -0.100 0.045
C -0.458 -0.503 4.502 0.010 -0.019 -0.076
C 0.222 -1.858 4.760 -0.042 -0.014 0.034
C 0.514 0.638 4.857 -0.003 0.011 0.031
C -1.713 -0.392 5.367 0.002 0.011 0.039
H 6.291 -1.683 -2.377 0.000 -0.013 -0.016
H 5.113 -0.629 -3.142 0.015 0.014 0.018
H 4.888 -2.392 -3.154 -0.012 -0.004 0.013
H 5.699 -3.031 -0.341 -0.004 -0.006 0.000
H 4.192 -3.621 -1.044 -0.001 0.000 0.001
H 4.184 -2.779 0.517 -0.002 0.000 0.004
H 6.197 -0.548 -0.242 -0.003 0.010 0.005
H 4.705 -0.276 0.637 -0.011 -0.015 -0.001
H 5.038 0.632 -0.849 -0.002 0.001 -0.006
H 2.942 -1.331 -3.531 -0.007 0.021 -0.011
H 0.532 -0.886 -3.669 0.036 0.042 -0.032
H 2.640 -1.001 0.732 -0.004 0.020 0.007
H 1.188 -0.950 2.366 0.003 0.016 0.008
H -2.837 0.264 3.231 0.001 0.011 -0.002
H -3.220 0.470 0.804 -0.013 -0.046 0.019
H 1.193 -1.943 4.271 -0.004 0.006 -0.016
H -0.407 -2.690 4.441 -0.002 -0.003 0.007
H 0.397 -1.965 5.830 0.003 0.001 -0.005
H 1.445 0.574 4.290 -0.003 -0.007 -0.012
H 0.767 0.571 5.915 -0.003 0.002 -0.001
H 0.064 1.616 4.680 0.000 0.003 0.002
H -2.458 -1.148 5.113 0.015 -0.018 -0.002
H -2.174 0.596 5.303 0.010 0.001 -0.004
H -1.436 -0.545 6.409 -0.014 0.009 0.004
O -1.558 1.952 -1.545 0.835 0.089 0.071
S -1.006 3.031 -2.571 -0.041 -0.212 0.124
C -2.340 4.248 -2.608 0.005 0.028 -0.066
C -2.093 5.183 -1.429 -0.005 -0.043 0.009
C -0.590 5.442 -1.430 0.016 -0.009 -0.013
C 0.092 4.076 -1.567 -0.021 0.016 0.007
H -3.280 3.698 -2.613 -0.004 0.010 0.010
H -2.222 4.755 -3.569 -0.012 0.018 0.013
H -2.409 4.708 -0.499 -0.001 0.006 0.001
H -2.671 6.098 -1.549 0.010 0.008 -0.004
H -0.251 5.933 -0.520 -0.007 0.005 0.002
H -0.314 6.082 -2.269 -0.002 0.002 0.002
H 0.158 3.543 -0.617 0.002 -0.001 0.002
H 1.071 4.097 -2.043 0.005 0.020 0.008
I -2.369 -0.218 -4.302 0.001 0.083 0.020
C -3.583 -1.428 -3.089 -0.039 -0.133 0.037
C -4.758 -2.017 -3.487 0.054 0.003 0.018
C -5.397 -2.824 -2.549 -0.016 -0.014 0.023
C -4.838 -3.002 -1.290 -0.024 -0.009 -0.030
C -3.657 -2.360 -0.979 0.092 -0.002 -0.012
N -3.046 -1.562 -1.873 0.715 -0.543 0.112
H -5.153 -1.874 -4.483 -0.006 0.005 0.003
H -6.322 -3.321 -2.812 0.003 -0.002 -0.004
H -5.308 -3.643 -0.556 -0.006 0.008 0.003
H -3.168 -2.482 -0.022 -0.014 0.035 0.010
```
Forces are in eV/Å.

The calculation puts the energy above the lowest of the compared OMol25 structures with the same formula, charge and spin at 0.000 eV. Its lowest unoccupied orbital energy (spin up / spin down) is -0.395 / -0.395 Eh. The value obtained for the largest force on an atom is 0.0379 Eh/bohr. The charge is +3. The spin multiplicity is 1.

***

No. 2
Molecular formula: C27H36NP3Rh
Method: DFT, wB97M-V/def2-TZVPD

The geometry in XYZ format:
```
68
Properties=species:S:1:pos:R:3:forces:R:3
C 2.529 1.241 -4.228 1.289 -0.473 -0.318
C 1.524 1.585 -3.321 -0.648 -0.831 -0.016
C 0.380 0.790 -3.365 0.238 -1.481 -0.623
C 0.489 -0.572 -3.851 2.179 0.576 -1.075
C 1.627 -0.939 -4.571 -1.568 -0.383 0.814
C 2.557 0.012 -4.927 1.260 1.659 -0.157
C -0.534 -1.523 -3.770 0.810 -0.315 1.244
C -1.698 -0.947 -3.239 -1.759 0.193 0.161
C -1.772 0.419 -2.784 -0.581 -1.532 -0.576
C -2.960 0.849 -2.182 0.893 -0.573 -0.455
C -4.103 0.125 -2.481 -1.139 -0.602 0.529
C -4.075 -1.118 -3.144 -1.007 1.179 0.554
C -2.849 -1.694 -3.351 1.137 0.113 -0.016
H 3.325 1.981 -4.257 0.224 -0.321 -0.621
H 1.577 -1.989 -4.826 0.751 0.082 -0.706
H 3.258 -0.203 -5.760 -0.188 0.343 0.988
H -0.328 -2.637 -3.782 -0.454 1.581 -0.302
H -5.008 0.540 -2.044 -0.296 -0.288 -0.471
H -4.958 -1.607 -3.540 -0.190 0.091 0.549
H -2.610 -2.679 -3.693 -0.906 -0.645 -0.362
N -0.774 1.279 -2.927 0.257 1.054 1.394
Rh 0.246 0.136 0.251 -2.903 2.062 -1.623
C 1.621 2.590 -2.219 0.475 -0.661 0.739
H 0.704 3.197 -2.101 0.498 -0.299 -0.042
H 2.526 3.195 -2.324 -0.196 0.223 0.022
C -2.828 1.928 -1.150 -0.576 -0.754 -0.030
H -2.338 2.846 -1.532 -0.102 -0.594 0.410
H -3.826 2.134 -0.751 0.094 0.371 0.065
P 1.862 1.571 -0.573 -0.088 0.351 -0.816
P -1.874 1.174 0.278 0.818 0.691 0.913
C -3.000 0.373 1.500 -0.437 0.378 -0.540
H -2.399 0.044 2.366 -0.240 0.107 -0.549
H -3.734 1.121 1.824 -0.006 -0.232 0.061
H -3.527 -0.488 1.062 0.266 0.243 0.170
C -1.453 2.701 1.165 -0.361 0.061 0.212
H -2.421 3.119 1.478 0.432 0.349 0.131
H -0.830 2.438 2.039 -0.352 0.485 -0.478
H -0.942 3.375 0.457 -0.190 -0.195 0.510
C 3.470 0.704 -0.685 0.207 0.464 -0.399
H 4.245 1.371 -1.100 -0.114 -0.353 0.229
H 3.735 0.392 0.337 0.005 0.145 -0.480
H 3.370 -0.191 -1.324 -0.004 0.430 0.266
C 2.072 2.854 0.690 0.603 0.340 -0.302
H 2.195 2.344 1.656 -0.009 0.354 -0.224
H 2.972 3.431 0.440 -0.215 0.171 0.374
H 1.184 3.506 0.705 0.462 -0.236 0.087
H 0.344 -0.998 -0.677 0.209 -2.081 -1.703
H -1.152 -0.720 0.383 1.185 -0.475 0.009
C 0.294 0.604 3.513 0.214 -0.187 0.759
P 0.866 -0.533 2.214 -0.438 -0.548 1.138
C 2.656 -0.664 2.489 0.316 -0.220 0.423
C 0.176 -2.181 2.616 0.500 -0.036 0.967
C -0.241 -2.519 3.924 -0.076 -0.547 -1.265
C -0.742 -3.801 4.158 0.035 0.330 0.154
C -0.809 -4.759 3.155 0.150 0.522 -0.002
C -0.375 -4.411 1.883 -0.078 -0.563 -0.273
C 0.145 -3.162 1.619 0.029 0.563 -0.258
H 0.657 1.623 3.326 -0.079 -0.306 -0.029
H 0.690 0.285 4.480 -0.011 0.113 0.087
H -0.798 0.607 3.596 0.259 0.029 -0.148
H 2.834 -1.111 3.475 -0.005 0.021 -0.149
H 3.110 -1.318 1.732 -0.152 0.189 0.166
H 3.150 0.317 2.480 -0.215 -0.198 -0.108
H -0.200 -1.820 4.739 -0.002 0.247 0.134
H -1.108 -4.023 5.145 0.009 -0.184 0.236
H -1.177 -5.751 3.369 -0.116 -0.008 -0.038
H -0.463 -5.115 1.059 0.141 -0.027 0.207
H 0.503 -2.940 0.606 -0.246 0.037 0.452
```
Forces are in eV/Å.

The calculation puts the energy above the lowest of the compared OMol25 structures with the same formula, charge and spin at 1.580 eV. Its lowest unoccupied orbital energy (spin up / spin down) is -0.065 / -0.193 Eh. The value obtained for the largest force on an atom is 0.0761 Eh/bohr. The charge is +1. The spin multiplicity is 5.

***

No. 3
Molecular formula: C27H36O27
Method: DFT, wB97M-V/def2-TZVPD

The geometry in XYZ format:
```
90
Properties=species:S:1:pos:R:3:forces:R:3
O -7.253 -3.831 3.588 1.600 0.679 -0.588
C -6.637 -2.862 3.232 -2.752 0.745 0.781
O -6.167 -2.575 2.011 0.099 -0.874 0.406
C -5.780 -1.200 1.957 0.718 -0.483 -0.739
C -5.806 -0.744 3.363 1.087 0.390 1.428
O -6.626 -1.701 3.999 -0.139 -0.582 0.218
H -4.733 -1.258 1.658 -0.338 0.762 -0.943
H -6.517 -0.679 1.346 0.520 0.033 -0.382
H -6.038 0.310 3.518 -1.112 -0.233 -0.079
H -4.827 -0.778 3.839 0.358 -0.420 -0.123
O 1.124 -0.007 -6.924 0.380 -4.218 -3.088
C 1.144 -0.960 -7.753 -0.606 3.945 2.582
O 0.687 -0.832 -9.006 0.655 -0.888 -0.929
C 0.962 -2.104 -9.683 -1.357 0.042 -0.502
C 1.174 -3.053 -8.522 -0.936 -1.211 -3.649
O 1.552 -2.221 -7.554 1.503 1.890 3.986
H 0.090 -2.388 -10.272 -0.034 0.314 0.029
H 1.821 -2.161 -10.351 0.161 1.111 0.152
H 1.971 -3.681 -8.920 -0.024 -0.632 1.072
H 0.241 -3.573 -8.304 0.238 -0.338 0.362
O 3.398 3.332 3.891 -0.560 1.767 -1.047
C 3.365 4.516 3.630 1.008 -2.871 1.200
O 3.789 5.418 4.541 -0.518 0.151 -0.568
C 3.724 6.708 3.931 1.623 -0.048 1.015
C 3.053 6.449 2.643 -2.475 2.346 -0.822
O 3.012 5.088 2.457 0.930 -2.014 0.426
H 3.275 7.381 4.661 -0.082 0.160 -0.470
H 4.739 7.003 3.664 0.221 0.258 0.690
H 3.536 7.014 1.845 -0.093 -0.467 -0.263
H 1.997 6.714 2.690 -0.068 0.697 -0.172
O 4.691 -7.290 3.628 0.752 3.567 -0.108
C 4.844 -6.082 3.455 -0.508 -2.146 -0.648
O 5.741 -5.249 4.012 0.428 -2.042 1.384
C 5.617 -3.927 3.598 -1.719 0.320 -0.921
C 4.312 -3.958 2.732 0.710 -0.329 0.541
O 4.135 -5.364 2.551 -0.640 -0.227 -0.523
H 5.396 -3.330 4.483 0.927 0.393 -0.227
H 6.471 -3.725 2.952 0.101 0.671 0.557
H 4.455 -3.420 1.795 -0.206 -0.383 -0.092
H 3.424 -3.591 3.247 0.144 0.205 0.042
O -1.908 -8.770 1.662 1.301 3.687 2.736
C -1.685 -7.818 2.471 -1.767 -5.487 -5.182
O -1.491 -6.581 2.140 0.732 1.499 -1.932
C -1.462 -5.765 3.284 -0.270 1.164 -0.642
C -1.830 -6.716 4.343 0.153 0.648 2.667
O -1.749 -7.973 3.744 -0.107 -1.003 2.653
H -0.467 -5.384 3.511 -0.006 0.292 -0.708
H -2.204 -4.983 3.121 0.332 0.235 0.144
H -2.798 -6.540 4.813 -0.137 -0.275 -0.219
H -1.059 -6.569 5.098 -0.239 -0.773 0.462
O -0.448 0.215 10.955 0.399 1.272 -3.216
C -0.496 0.435 9.746 1.342 -1.304 2.515
O 0.518 0.843 8.905 0.231 -0.041 2.527
C 0.039 0.967 7.607 0.759 1.975 -0.765
C -1.246 0.257 7.616 -1.098 -0.883 -0.995
O -1.546 0.123 9.016 -1.345 -0.324 -1.372
H -0.228 2.001 7.388 0.568 0.462 0.203
H 0.847 0.711 6.922 -0.387 -0.515 -0.085
H -1.183 -0.671 7.049 -0.239 -0.584 0.759
H -2.006 0.847 7.103 -0.214 -0.046 0.406
O 3.999 5.294 -3.083 -1.689 -0.529 -2.950
C 3.635 5.318 -4.253 0.925 1.932 1.788
O 4.481 5.156 -5.286 0.793 -0.088 0.938
C 3.802 5.288 -6.492 -1.964 -0.052 -1.182
C 2.534 6.156 -6.086 1.226 -0.169 -1.215
O 2.427 5.782 -4.751 0.143 -1.035 2.387
H 4.428 5.607 -7.326 0.111 0.571 0.502
H 3.488 4.279 -6.758 -0.416 -0.036 -0.225
H 1.608 5.984 -6.635 0.152 -0.722 0.082
H 2.630 7.242 -6.119 0.696 0.103 -0.111
O -0.580 -0.047 1.545 2.116 1.874 -3.237
C -0.086 0.525 0.556 -2.701 -1.699 2.476
O 1.208 0.536 0.171 -1.587 -0.073 1.681
C 1.253 1.257 -1.003 1.783 1.135 -2.815
C -0.083 1.923 -1.258 0.452 -0.658 -0.669
O -0.896 1.190 -0.354 0.392 0.094 1.106
H 2.028 2.023 -1.003 0.249 -0.212 0.426
H 1.503 0.571 -1.812 -0.018 -0.100 -0.050
H -0.394 1.766 -2.291 -0.273 -0.357 0.125
H -0.037 3.009 -1.176 -0.422 -0.016 0.992
O -6.183 2.079 -3.823 1.205 -0.023 -2.240
C -5.554 1.899 -4.857 -2.438 0.295 2.502
O -4.316 1.480 -4.882 2.049 -1.310 1.226
C -3.809 1.172 -6.171 -0.683 1.750 -0.701
C -5.084 1.479 -7.004 -0.296 0.164 -1.120
O -6.025 2.051 -6.096 -0.055 -0.236 0.176
H -3.024 1.907 -6.347 0.028 -0.015 -0.278
H -3.340 0.195 -6.291 -0.631 -0.192 0.420
H -5.559 0.614 -7.467 0.188 -0.192 0.152
H -5.006 2.248 -7.773 0.661 -0.241 -0.128
```
Forces are in eV/Å.

The calculation puts the energy above the lowest of the compared OMol25 structures with the same formula, charge and spin at 5.532 eV. Its lowest unoccupied orbital energy is -0.005 Eh. The value obtained for the largest force on an atom is 0.1507 Eh/bohr. The spin multiplicity is 1. Its structure (SMILES) is O=C1OCCO1.O=C1OCCO1.O=C1OCCO1.O=C1OCCO1.O=C1OCCO1.O=C1OCCO1.O=C1OCCO1.O=C1OCCO1.O=C1OCCO1.